C7H10O | ωB97M-V with the def2-TZVPD basis set

Each line ends with the Löwdin charge.
Atoms and positions in Å:
O1 -0.329 -1.067 2.074  0.0599
C1 -1.031 -1.061 0.940  -0.4126
C2 -1.030 0.280 0.555  -0.1766
C3 0.190 1.107 0.385  -0.2305
C4 0.176 0.999 -1.290  -0.0618
C5 0.705 -0.414 -0.909  -0.2803
C6 1.418 0.226 0.290  -0.1038
C7 -0.582 -0.912 -0.469  -0.1531
H1 0.291 -1.749 2.038  0.0724
H2 -1.991 -1.641 0.764  0.1677
H3 -2.116 0.592 0.154  0.1822
H4 -0.012 2.044 1.007  0.1563
H5 -0.735 1.288 -1.782  0.1107
H6 0.843 1.639 -1.634  0.0346
H7 1.475 -0.811 -1.569  0.1376
H8 1.915 1.227 -0.242  0.1619
H9 1.982 -0.531 1.091  0.1701
H10 -1.170 -1.217 -1.404  0.1655

F_max, eV/A: 7.78
Structure (SMILES): O[C@H]1[C@H]2[C@H]3C[C@H](C3)[C@@H]12
Charge: 0
Calculated total energy, a.u.: -347.7137